Entry 1:
Computed, not measured: C4H12ClO4Sr as an isolated structure, with ωB97M-V with the def2-TZVPD basis set.

XYZ file:
```
22
Properties=species:S:1:pos:R:3:forces:R:3:lowdin_spin:R:1
Sr 3.141913 -3.615556 2.237080 -0.748 0.443 -0.835 0.8746
Cl 1.276473 -2.659986 0.104960 0.666 -0.271 0.881 0.0981
C -0.525097 0.403304 2.250740 -1.405 0.237 -0.014 0.0011
C -1.613757 0.472754 3.297770 0.275 -0.585 0.422 0.0002
O -2.451797 1.529084 3.023360 -1.045 1.159 -0.568 0.0001
O 0.304043 -0.590786 2.770000 1.351 -0.423 -0.232 0.0170
H -0.115677 1.383704 2.007260 0.739 0.070 0.656 0.0001
H -0.945377 0.109874 1.288780 -0.248 -0.320 -0.035 0.0005
H -1.202117 0.531524 4.305340 0.557 0.347 0.065 0.0000
H -2.083637 -0.510666 3.312160 -0.539 -0.128 -0.306 0.0001
H -3.130647 1.664534 3.688510 0.114 -0.216 0.078 0.0000
H 0.443993 -1.218176 2.056980 0.289 -0.267 -0.254 0.0035
C 0.596223 0.832714 -3.701750 1.455 -2.214 0.133 0.0001
C 0.959303 -0.093416 -2.511160 -2.761 2.739 0.016 0.0010
O 1.944863 -0.919866 -2.815530 3.004 -2.221 -0.756 0.0016
O -0.413097 1.694504 -3.358220 -0.811 1.243 -0.104 0.0001
H 0.441243 0.176724 -4.558350 -0.929 -0.207 -0.221 0.0000
H 1.483293 1.341024 -4.079670 0.058 0.705 0.673 0.0000
H 0.119123 -0.728736 -2.230880 -0.904 0.494 0.048 0.0007
H 1.176533 0.557494 -1.664270 0.073 0.213 0.362 0.0003
H 1.848443 -1.598606 -2.143520 0.723 -0.623 0.022 0.0010
H -1.254247 1.238564 -3.279600 0.087 -0.174 -0.030 0.0000
```
Positions in Å, forces in eV/Å.

expectation value of S²	0.750
LUMO energy (alpha / beta)	-0.45 / -0.97	eV
gap between HOMO and LUMO (alpha / beta)	5.8 / 8.3	eV
multiplicity	2


Entry 2:
Computed, not measured: C4H12EuO4P2S as an isolated structure, with ωB97M-V with the def2-TZVPD basis set.

XYZ file:
```
24
Properties=species:S:1:pos:R:3:forces:R:3:lowdin_spin:R:1
C 2.994813 -0.024523 0.770256 -1.281 -0.092 0.489 -0.0008
C 1.424626 0.041533 0.810642 1.502 -0.239 -0.754 -0.0013
C 0.896436 -0.095976 -0.636612 -0.420 1.322 0.870 -0.0100
C 0.407814 1.271803 -1.155334 0.194 -0.476 -0.168 -0.0004
O -0.001743 -1.181790 -0.875284 0.068 0.659 -0.796 -0.0016
P -1.464396 -1.146217 -0.122084 -2.455 -1.268 1.145 0.0000
O -1.408990 -1.182375 1.329483 1.316 0.491 0.508 -0.0003
O -2.172356 -2.453633 -0.654153 0.836 0.391 -0.648 0.0000
O -2.385748 0.061815 -0.617967 1.521 0.482 -0.322 0.0000
P -3.137006 0.959187 0.627967 -2.209 -0.678 1.741 0.0000
S -4.600454 0.031900 1.464511 0.585 0.301 -0.505 -0.0002
H 3.263165 -0.893302 0.128473 0.335 0.214 0.129 -0.0002
H 3.446183 0.918435 0.449490 0.121 -0.281 -0.098 0.0001
H 3.318886 -0.277966 1.782986 0.388 0.159 -0.290 0.0000
H 1.116575 1.028017 1.164524 -0.066 -0.363 0.330 -0.0004
H 1.107673 -0.762471 1.476010 -0.490 0.210 -0.255 -0.0001
H 1.819849 -0.324441 -1.263228 -1.168 0.878 1.795 -0.0067
H 1.256868 1.968857 -1.173835 -0.142 -0.154 -0.125 0.0000
H -0.053399 1.171210 -2.146984 0.041 0.248 0.178 0.0001
H -0.310624 1.706066 -0.455769 -0.025 -0.182 -0.208 -0.0003
H -2.345534 -3.007167 0.129420 -0.151 -0.005 -0.221 0.0000
H -2.142680 1.294721 1.577348 0.309 -0.013 -0.805 0.0000
H -3.595956 2.185087 0.100231 0.785 -0.313 -0.647 0.0000
Eu 2.565998 -1.288768 -2.710092 0.406 -1.292 -1.342 7.0223
```
Positions in Å, forces in eV/Å.

expectation value of S²	15.759
LUMO energy (alpha / beta)	-10.06 / -9.83	eV
net charge	+2
gap between HOMO and LUMO (alpha / beta)	3.4 / 3.6	eV
multiplicity	8


- Number 1 is which compound?
  C4H12ClO4Sr